This record from the OMol25 dataset describes 11 unconnected molecules or ions with the total composition C26H79N17O11 in a non-equilibrium geometry. The level of theory is the ωB97M-V functional and the def2-TZVPD basis.

Results
HOMO level in Eh: -0.32563
Energy relative to the best compared isomer or geometry (same formula, charge and spin) in kcal/mol: 200.3
Calculated total energy in Eh: -2796.3766
Structure (SMILES): COC[C@H](C)N.COC[C@H](C)N.COC[C@H](C)N.COC[C@H](C)N.COC[C@H](C)N.NC(N)=O.NC(N)=O.NC(N)=O.NC(N)=O.NC(N)=O.NC(N)=O

Geometry as ORCA input:
```
! wB97M-V def2-TZVPD RIJCOSX def2/J DEFGRID3
* xyz 0 1
C 5.13 2.40 -1.83
O 4.55 1.98 -0.61
C 5.53 1.69 0.42
C 6.28 0.38 0.18
C 5.29 -0.88 0.09
N 7.12 -0.06 1.29
H 5.59 1.55 -2.34
H 5.91 3.14 -1.63
H 4.29 2.91 -2.30
H 6.15 2.58 0.48
H 5.04 1.69 1.39
H 6.80 0.63 -0.75
H 4.53 -0.57 -0.63
H 4.76 -1.31 0.94
H 5.90 -1.70 -0.27
H 7.43 -1.02 1.24
H 6.61 -0.30 2.12
C -2.34 -5.03 -1.93
O -3.16 -4.09 -2.72
C -2.58 -2.78 -2.87
C -3.01 -1.80 -1.78
C -4.43 -1.35 -1.97
N -2.09 -0.74 -1.97
H -2.73 -6.04 -1.94
H -2.28 -4.62 -0.92
H -1.32 -5.06 -2.32
H -1.49 -2.89 -2.95
H -2.89 -2.40 -3.84
H -2.82 -2.16 -0.77
H -4.62 -0.40 -1.48
H -5.26 -2.05 -1.86
H -4.53 -1.13 -3.03
H -2.44 -0.12 -2.68
H -2.17 0.00 -1.29
C 0.33 4.38 -3.31
O -1.10 4.43 -3.18
C -1.70 3.43 -2.37
C -3.27 3.66 -2.34
C -4.01 3.83 -3.68
N -3.66 4.81 -1.54
H 0.72 3.38 -3.15
H 0.60 4.95 -2.42
H 0.82 4.77 -4.20
H -1.57 2.46 -2.85
H -1.21 3.44 -1.40
H -3.68 2.74 -1.92
H -4.14 2.84 -4.13
H -3.52 4.49 -4.39
H -5.00 4.27 -3.72
H -3.34 5.60 -2.08
H -3.04 4.75 -0.75
C 1.89 -0.40 3.45
O 0.70 0.10 2.88
C 0.14 -0.69 1.70
C 0.93 -0.43 0.33
C 0.98 1.03 -0.03
N 0.64 -1.22 -0.83
H 2.39 -0.98 2.68
H 1.59 -1.07 4.26
H 2.60 0.36 3.79
H -0.01 -1.73 1.97
H -0.82 -0.31 1.35
H 1.97 -0.58 0.59
H 1.43 1.69 0.71
H -0.05 1.39 -0.10
H 1.32 1.33 -1.03
H -0.33 -0.94 -0.94
H 1.13 -0.92 -1.66
C -2.93 0.34 -5.62
O -1.72 -0.38 -5.47
C -0.63 0.41 -5.05
C 0.70 -0.31 -5.26
C 1.96 0.28 -4.68
N 0.91 -0.50 -6.66
H -3.74 -0.38 -5.55
H -2.99 0.77 -6.62
H -2.93 1.13 -4.87
H -0.57 1.39 -5.53
H -0.64 0.61 -3.98
H 0.55 -1.34 -4.94
H 1.75 0.44 -3.63
H 2.33 1.22 -5.08
H 2.76 -0.45 -4.73
H 1.26 0.41 -6.92
H 0.02 -0.65 -7.11
N -3.42 0.49 1.48
C -3.41 1.40 0.56
N -4.25 2.33 0.70
O -2.56 1.42 -0.31
H -4.16 0.74 2.12
H -2.59 -0.06 1.67
H -4.26 3.17 0.14
H -4.87 2.39 1.50
N -4.16 -1.67 3.93
C -3.70 -2.64 3.33
N -2.54 -2.83 3.74
O -4.25 -3.27 2.48
H -3.54 -1.32 4.65
H -5.09 -1.28 3.82
H -2.26 -2.29 4.54
H -1.88 -3.53 3.43
N 3.66 2.88 5.15
C 3.51 2.02 6.05
N 4.45 1.05 6.13
O 2.54 2.12 6.74
H 4.46 2.89 4.52
H 2.91 3.55 5.04
H 5.19 1.18 5.45
H 4.41 0.41 6.91
N 1.59 -4.32 -1.74
C 1.55 -5.00 -0.64
N 0.98 -4.35 0.32
O 1.85 -6.14 -0.65
H 1.18 -3.40 -1.86
H 1.84 -4.86 -2.55
H 0.95 -3.34 0.29
H 0.94 -4.76 1.24
N -0.48 -5.44 5.56
C -0.18 -4.33 6.16
N -0.30 -4.48 7.43
O 0.22 -3.28 5.63
H -0.48 -5.54 4.56
H -0.75 -6.27 6.08
H -0.11 -3.64 7.96
H -0.69 -5.28 7.89
N -0.81 3.65 2.63
C -0.63 3.86 3.94
N -0.22 2.75 4.45
O -0.96 4.87 4.62
H -0.91 2.73 2.23
H -1.00 4.48 2.08
H -0.02 2.12 3.69
H -0.34 2.54 5.43
*
```